{
  "formula": "C3H7CeFO2",
  "method": "the ωB97M-V functional and the def2-TZVPD basis",
  "species": ["Ce", "F", "O", "C", "C", "O", "C", "H", "H", "H", "H", "H", "H", "H"],
  "xyz": [[-1.403, -2.052, -0.570], [-1.816, -0.492, -2.102], [-1.190, -1.044, 1.277], [-0.398, -0.036, 1.807], [0.388, 0.788, 0.788], [1.246, 0.018, -0.018], [0.879, -0.219, -1.389], [0.344, -0.474, 2.508], [-1.003, 0.691, 2.388], [1.022, 1.508, 1.327], [-0.321, 1.347, 0.145], [0.955, -0.421, -2.485], [-0.499, 0.078, -1.963], [1.797, 0.307, -1.713]],
  "de_lowest_kj_mol": 242.3,
  "e_homo_ev": [-11.9, -11.9],
  "charge": 1,
  "orbital_gap_ha": [0.241, 0.241],
  "s2": 0.751,
  "multiplicity": 2,
  "lumo_ev": [-5.33, -5.32]
}